1.
Here is the molecule C8H7ClO3 in a non-equilibrium geometry from OMol25. Energies are from wB97M-V/def2-TZVPD.

Last column: Löwdin charge in e.
CARTESIAN COORDINATES (ANGSTROEM)
Cl1 3.08151 -0.24772 0.68706  0.6073
O1 0.89960 2.33766 -0.02688  0.0717
O2 3.11171 1.34756 -1.36840  -0.0163
O3 1.96609 -0.70558 -1.65339  -0.0408
C1 -0.33855 -1.20040 0.03631  0.0326
C2 -2.51870 0.38171 0.96046  -0.0956
C3 -1.35631 0.93570 0.75897  -0.0394
C4 2.25067 0.42135 -0.85979  -0.7686
C5 -0.21684 0.21411 0.21769  -0.1380
C6 -1.59480 -1.76069 0.28768  -0.0593
C7 -2.69056 -1.01507 0.69627  -0.0309
C8 0.84609 1.11379 -0.10050  -0.2918
H1 -0.98131 1.90784 1.13537  0.1327
H2 -3.38732 0.93779 1.31143  0.1124
H3 2.87658 2.30392 -1.20146  0.1417
H4 -1.63641 -2.73579 0.22198  0.0506
H5 2.84897 -1.14384 -1.77144  0.1237
H6 -3.69935 -1.45130 0.99034  0.1304
H7 0.53892 -1.64105 -0.32169  0.0778

For the HOMO energy, the calculation gives -9.697 eV. As for the spin multiplicity: 1. For the orbital gap, the calculation gives 9.11 eV. As for the SMILES: O=C(c1ccccc1)C(O)(O)Cl. As for the total charge: 0. The LUMO energy comes out at -0.585 eV.



2.
Here is a structure of composition C20H28HfN2Si in a non-equilibrium geometry from OMol25. Energies are from wB97M-V/def2-TZVPD.

Last column: Löwdin charge in e.
CARTESIAN COORDINATES (ANGSTROEM)
Hf1 1.60217 -0.10226 0.34907  1.4143
Si1 -1.30607 0.49072 -0.14228  0.6751
N1 3.29553 0.99512 1.17155  -0.0774
N2 2.15978 -1.50892 2.01414  -0.0604
C1 -3.10448 -0.27949 2.13698  -0.0927
C2 -3.99390 -1.21692 2.69081  -0.0628
C3 -2.25149 2.47559 -3.95049  -0.0563
C4 1.26097 -0.75457 -2.05165  -0.1565
C5 0.19860 1.16015 1.59484  -0.2417
C6 2.27686 0.24563 -1.92572  -0.1492
C7 3.35712 -0.33087 -1.17306  -0.2077
C8 2.96134 -1.67307 -0.77299  -0.2049
C9 -1.94459 1.77532 -1.28078  -0.3167
C10 3.41709 -0.98439 2.67532  -0.1572
C11 -2.65720 -0.42118 0.81061  -0.3007
C12 -1.08043 2.82693 -3.27287  -0.0718
C13 -4.01999 -2.45042 0.61205  -0.0619
C14 -3.30347 1.84249 -3.26560  -0.0468
C15 4.18094 -0.03254 1.78274  -0.1923
C16 -3.15210 -1.50924 0.06074  -0.1350
C17 -3.14940 1.46731 -1.92282  -0.0830
C18 -4.48952 -2.26337 1.90938  -0.0584
C19 -1.02402 2.65565 -1.88358  -0.1168
C20 1.66433 -1.92771 -1.33641  -0.1226
H1 -0.24932 3.11255 -1.26353  0.1001
H2 -4.27282 -1.15201 3.74968  0.1173
H3 3.08292 1.70325 1.88437  0.1354
H4 0.40190 -0.67413 -2.73064  0.1383
H5 -0.23233 3.27642 -3.80461  0.1131
H6 -2.80119 -1.67892 -0.95905  0.0884
H7 1.17497 -2.91145 -1.36401  0.1440
H8 4.05930 -1.83433 2.93347  0.1453
H9 -4.28212 -3.33698 0.03280  0.1176
H10 -0.06954 0.55501 2.47051  0.0240
H11 -3.92531 0.91647 -1.39386  0.1118
H12 4.36624 0.06160 -1.12794  0.1329
H13 2.30546 1.20510 -2.43431  0.1374
H14 1.47266 -1.72654 2.74860  0.1314
H15 -5.19321 -2.97386 2.32289  0.1147
H16 3.63559 -2.41674 -0.32759  0.1370
H17 -1.20306 -0.54791 -1.14858  0.0176
H18 3.75841 1.55428 0.45146  0.1340
H19 4.95754 0.49466 2.34184  0.1482
H20 -0.32346 2.12780 1.63985  0.0630
H21 2.34409 -2.45191 1.63706  0.1163
H22 1.28839 1.44017 1.46312  -0.0192
H23 4.69084 -0.57305 0.98399  0.1124
H24 0.34372 0.93114 -0.53956  -0.0527
H25 -2.73604 0.53427 2.76229  0.1008
H26 3.12692 -0.49511 3.61028  0.1390
H27 -2.36313 2.72935 -5.00487  0.1172
H28 -4.25547 1.65093 -3.76365  0.1181

For the HOMO energy, the calculation gives -13.866 eV. As for the spin multiplicity: 1. For the orbital gap, the calculation gives 6.44 eV. As for the total charge: +2. The LUMO energy comes out at -7.430 eV.



3.
Here is a structure of composition C39H44Cl5IrN2OP2SSi2 from OMol25. Energies are from wB97M-V/def2-TZVPD.

Last column: Löwdin spin population.
CARTESIAN COORDINATES (ANGSTROEM)
Ir1 -1.30406 -0.00473 0.04112  0.0574
Cl1 -4.42619 5.54341 -1.43978  0.0182
Cl2 -5.78572 2.66357 -1.40892  0.0211
Cl3 -3.50919 -1.00868 0.12399  0.0766
Cl4 0.21122 3.33220 0.18650  0.0127
Cl5 -1.42194 5.79733 -0.65088  -0.0080
S1 -1.21468 -3.45242 0.04802  0.0015
P1 0.73042 0.31071 1.78676  -0.0013
P2 0.65618 0.21442 -1.81807  -0.0013
Si1 -1.76211 -0.80596 -3.42519  0.0003
Si2 -1.88765 0.22064 3.49742  -0.0002
O1 -0.71351 -2.13592 0.62820  0.0048
N1 -0.84972 -0.27340 -2.01596  -0.0014
N2 -0.83571 0.33850 2.09431  -0.0014
C1 -0.97405 0.75706 5.04649  0.0000
C2 -3.34089 1.84583 -0.63877  0.6406
C3 3.33142 -2.81227 1.44730  0.0000
C4 3.09610 3.61783 3.85494  0.0000
C5 3.77177 2.54608 3.28657  0.0000
C6 3.06030 1.53841 2.65692  0.0000
C7 2.33585 2.38896 -2.19521  0.0000
C8 -2.02597 1.85011 -0.28031  0.0668
C9 1.87682 -0.95217 -2.42634  0.0000
C10 1.74236 -2.27572 -2.00630  -0.0001
C11 1.61030 4.43039 -3.23038  0.0000
C12 2.61487 -1.65338 1.18210  -0.0001
C13 1.71150 3.69214 3.78669  0.0001
C14 -2.26582 -2.58970 -3.25072  0.0000
C15 3.54499 -2.92122 -3.44939  0.0000
C16 -3.52834 4.15219 -0.99044  0.0261
C17 0.36027 3.88078 -3.46994  0.0000
C18 1.44515 -1.89639 3.27488  -0.0001
C19 3.10233 -3.51268 2.62280  -0.0001
C20 0.02259 -4.60779 0.63287  0.0008
C21 -4.13630 2.89358 -0.98189  0.0853
C22 1.67179 -1.19340 2.09429  -0.0003
C23 -1.44289 3.11898 -0.26759  0.0245
C24 2.83975 -0.62281 -3.37806  0.0000
C25 -3.27285 0.26448 -3.60353  0.0064
C26 -3.33998 1.34768 3.19005  0.0000
C27 -2.45245 -1.54531 3.68394  0.0001
C28 2.57635 -3.25635 -2.50951  0.0000
C29 0.99679 2.69881 3.13908  0.0001
C30 2.16144 -3.05287 3.53775  0.0000
C31 -0.62742 -0.64544 -4.90753  0.0002
C32 1.07903 1.83264 -2.44182  -0.0003
C33 0.08895 2.57967 -3.07132  -0.0002
C34 3.67304 -1.61090 -3.88433  0.0000
C35 -2.18219 4.25235 -0.63234  -0.0219
C36 -2.54686 -4.01783 1.09621  0.0026
C37 0.50292 0.35801 -0.01552  -0.0171
C38 1.66901 1.61657 2.57544  -0.0002
C39 2.59934 3.68628 -2.59502  0.0002
H1 1.81694 5.44834 -3.53350  0.0000
H2 3.58712 0.68760 2.24342  0.0000
H3 -3.06104 2.18728 2.54862  -0.0001
H4 -3.38360 -3.34101 0.94557  0.0019
H5 2.92979 0.39067 -3.74235  0.0000
H6 3.57001 4.12421 -2.40471  0.0000
H7 2.47024 -4.28406 -2.18524  0.0000
H8 0.16827 -1.39432 -4.88870  0.0000
H9 -0.93055 1.84380 5.13266  0.0000
H10 4.19381 -3.68795 -3.85208  0.0000
H11 1.98760 -3.59618 4.45729  0.0000
H12 -0.07970 2.76092 3.05824  0.0000
H13 1.18933 4.52901 4.23077  0.0000
H14 4.06761 -3.16395 0.73606  0.0000
H15 -1.63313 -2.21791 3.94896  0.0000
H16 -4.15761 0.81767 2.69776  -0.0001
H17 -3.02565 1.31651 -3.76497  0.0001
H18 0.97356 -2.51428 -1.28501  0.0000
H19 -0.89362 2.15078 -3.22593  -0.0001
H20 -1.52642 0.38627 5.91424  0.0000
H21 2.79965 -1.10988 0.26100  0.0000
H22 -3.22488 -1.62813 4.45230  0.0000
H23 4.41492 -1.35654 -4.62927  0.0000
H24 -2.78006 -2.90875 -4.16140  0.0000
H25 -2.88079 -1.86869 2.73512  0.0002
H26 4.85011 2.48811 3.34838  0.0000
H27 0.04930 0.38411 5.12861  0.0000
H28 -3.89896 0.19492 -2.71133  0.0051
H29 -3.71437 1.75506 4.13205  0.0000
H30 0.70678 -1.54854 3.98628  0.0000
H31 -1.39801 -3.23849 -3.11360  0.0000
H32 3.66048 -4.41608 2.83164  0.0000
H33 -2.81116 -5.02306 0.76610  0.0000
H34 -0.16500 0.34073 -4.99658  0.0000
H35 0.15802 -4.45385 1.70375  0.0000
H36 3.09996 1.81736 -1.67931  0.0000
H37 -0.31638 -5.62126 0.41992  0.0001
H38 0.95637 -4.40993 0.11278  0.0000
H39 -1.20923 -0.81178 -5.81795  0.0000
H40 -0.40857 4.46711 -3.95550  0.0000
H41 3.65226 4.39826 4.35749  0.0000
H42 -2.22257 -4.01625 2.13573  0.0000
H43 -3.86986 -0.06916 -4.45618  0.0004
H44 -2.94734 -2.73103 -2.41071  0.0000

For the HOMO energy (alpha / beta), the calculation gives -10.796 / -10.768 eV. As for the spin multiplicity: 2. Its expectation value of S² is 0.762. For the orbital gap (alpha / beta), the calculation gives 6.63 / 6.60 eV. As for the total charge: +1. The LUMO energy (alpha / beta) comes out at -4.168 / -4.167 eV.



4.
Here is a cluster of 9 separate species, C24H47Br16F3NO3 in total in a non-equilibrium geometry from OMol25. Energies are from wB97M-V/def2-TZVPD.

Last column: Löwdin charge in e.
CARTESIAN COORDINATES (ANGSTROEM)
Br1 -2.09346 -1.86179 5.73185  0.6203
Br2 5.14622 1.52278 10.10010  0.6205
Br3 2.47323 1.02092 -2.73964  0.7581
Br4 0.42019 -2.38332 -1.96197  0.7543
Br5 -2.80814 -6.75102 -5.50885  0.5977
Br6 3.81414 1.07594 6.69491  0.5977
Br7 -2.76519 4.39402 -1.83380  0.5917
Br8 2.53121 -1.53210 -8.85643  0.5967
Br9 -2.90296 2.99187 2.09065  0.8355
Br10 -6.23494 3.93561 0.88278  0.6559
Br11 0.01158 1.15559 6.08748  0.6982
Br12 0.81222 4.15619 -2.40178  0.6478
Br13 -1.04489 7.61843 -1.31587  0.6058
Br14 0.56266 -3.91116 -5.30050  0.6689
Br15 -1.05673 -2.30088 -8.59911  0.6047
Br16 -1.43946 -10.17725 -5.34192  0.6137
F1 -3.35424 -0.21756 0.83143  0.1470
F2 -2.33207 -1.90269 1.78653  0.1902
F3 -2.04599 0.11983 2.54635  0.1180
O1 -1.20451 -0.42660 0.54910  0.0710
O2 0.46283 3.24134 2.05171  -0.0123
O3 2.99975 -1.29195 3.93736  -0.0676
N1 1.02738 0.08157 0.22688  -0.0453
C1 -0.15435 -1.66617 -3.68969  -0.6435
C2 -0.98603 -7.35119 -5.18157  -0.7164
C3 3.11826 0.43338 8.39591  -0.6891
C4 -1.89231 0.91770 6.43691  -0.6537
C5 -0.63217 -8.54551 -6.02512  -0.7015
C6 1.08124 1.57613 0.41627  -0.0712
C7 1.54739 -3.09209 -9.47643  -0.6973
C8 3.30288 1.45045 9.48862  -0.7007
C9 -4.49089 1.88706 1.86393  -0.6251
C10 3.08043 -0.44013 1.66480  -0.1330
C11 0.19703 -2.71926 -10.02526  -0.6840
C12 -2.76882 7.00650 -0.65167  -0.6795
C13 0.08503 -0.66954 1.06190  -0.1456
C14 -0.77932 -2.73338 -4.54204  -0.6658
C15 0.59473 2.01956 2.83362  -0.0810
C16 0.11821 2.07742 1.44449  -0.4069
C17 -5.25147 2.27844 0.62553  -0.6791
C18 2.42925 -0.52082 0.29828  -0.1443
C19 3.17088 2.77080 -3.24664  -0.6149
C20 -2.22234 -0.61141 1.43691  -0.6679
C21 2.85695 -1.65028 2.57760  -0.2458
C22 -2.73265 5.55325 -0.26836  -0.7166
C23 2.70742 3.78200 -2.23538  -0.6809
C24 -2.17867 -0.42945 7.04571  -0.6843
H1 -4.12802 0.86488 1.78165  0.0182
H2 2.71729 1.17539 10.36256  0.0601
H3 -1.47790 -0.68845 7.83155  0.0507
H4 0.23043 -1.85318 -10.67661  0.0522
H5 4.25530 2.69142 -3.24362  0.0701
H6 -0.92534 1.89618 1.27577  0.0296
H7 -2.15930 1.71088 7.13085  0.0638
H8 2.04933 1.95603 0.70409  0.1375
H9 3.22718 4.72916 -2.35823  0.0701
H10 -5.07479 1.99030 2.77176  0.0618
H11 0.78224 2.05806 -0.50976  0.0657
H12 -6.00111 1.52764 0.38698  0.0663
H13 0.72194 -1.21971 -4.14729  0.0295
H14 0.74514 -0.09912 -0.74282  0.0697
H15 3.62189 -0.50394 8.60449  0.0538
H16 -0.14625 1.91266 3.60644  0.0201
H17 4.14799 -0.35532 1.49162  0.1305
H18 2.80665 0.44829 2.21927  0.0983
H19 -3.62029 5.28556 0.29869  -0.0130
H20 0.44072 -8.72167 -6.00059  0.0574
H21 1.86558 -2.07244 2.47842  0.1073
H22 -3.19163 -0.45947 7.43921  0.0619
H23 2.82331 2.95803 -4.25631  0.0619
H24 -0.24156 -3.55821 -10.55996  0.0611
H25 2.84807 3.42608 -1.22019  0.0361
H26 -1.47780 -3.36087 -3.99812  0.0573
H27 3.58301 -2.42822 2.34832  0.1281
H28 -0.90774 -7.55105 -4.11837  0.0515
H29 1.48034 -3.77276 -8.63456  0.0313
H30 2.06082 0.24660 8.22083  0.0191
H31 0.20300 -0.48379 2.12034  0.1539
H32 3.86970 -0.91105 4.06867  0.0683
H33 -4.60339 2.43116 -0.23204  0.0199
H34 1.64971 2.02069 3.03819  0.1170
H35 -1.28585 -2.28414 -5.39367  0.0438
H36 3.03632 2.45369 9.17444  0.0508
H37 -2.97773 7.62082 0.22057  0.0631
H38 2.96915 0.08839 -0.41166  0.0418
H39 -0.36217 -6.49931 -5.43846  -0.0319
H40 -0.87732 -0.88865 -3.45449  0.0701
H41 -3.49678 7.21769 -1.42716  0.0540
H42 2.16520 -3.53410 -10.25435  0.0603
H43 -0.95917 -8.44076 -7.05385  0.0500
H44 0.30512 -1.72242 0.91104  0.1204
H45 2.38502 -1.54234 -0.05268  0.0968
H46 -1.84829 5.28548 0.29852  0.0305
H47 -2.40756 1.07470 5.49504  0.0431

For the HOMO energy, the calculation gives -11.442 eV. As for the spin multiplicity: 1. For the orbital gap, the calculation gives 9.39 eV. As for the total charge: +1. The LUMO energy comes out at -2.056 eV.



no.,electronic energy (hartree)
1,-994.91060
2,-1225.24662
3,-5762.32491
4,-42706.69161